i) 11
Properties=species:S:1:pos:R:3 method="wB97M-V/def2-TZVPD" smiles=Nc1n[nH]c(O)n1 homo_energy_ev=-8.515
O -2.61 0.26 0.41
N 0.45 -0.92 -0.51
N 2.31 0.14 0.28
N -0.86 -0.77 -0.31
N 0.04 1.26 -0.18
C 0.98 0.26 -0.19
C -1.29 0.44 -0.10
H -3.32 0.91 0.37
H 3.03 0.84 0.21
H -1.39 -1.61 -0.17
H 2.65 -0.81 0.18



ii) 11
Properties=species:S:1:pos:R:3 method="wB97M-V/def2-TZVPD" homo_energy_ev="-9.431 / -9.264"
O 2.38 -0.69 0.07
N 0.08 -0.81 -0.20
N -0.54 0.73 -1.36
N -2.23 -0.18 -0.01
N 1.06 1.10 0.67
C -0.99 0.00 -0.46
C 1.19 -0.08 0.24
H -2.86 0.58 -0.22
H -2.30 -0.66 0.87
H 2.25 -1.51 -0.44
H 1.96 1.53 0.83



Relative energies, unit eV: i) 0.000; ii) 0.616



i) 11
Properties=species:S:1:pos:R:3 method="wB97M-V/def2-TZVPD" smiles=Nc1n[nH]c(O)n1 homo_energy_ev=-8.599
O -0.52 -0.39 -2.46
N -0.86 -0.60 -0.14
N -0.42 -0.40 2.20
N 0.88 0.56 -0.81
N 0.93 0.64 0.56
C -0.21 -0.15 -1.18
C -0.12 -0.09 0.89
H 0.05 0.19 2.87
H -1.41 -0.52 2.38
H 0.30 -0.48 -2.96
H 1.38 1.24 -1.36



ii) 11
Properties=species:S:1:pos:R:3 method="wB97M-V/def2-TZVPD" smiles=Nc1nnoc1N homo_energy_ev=-8.502
O 0.56 1.86 -0.19
N -0.84 -1.37 -0.48
N -1.04 1.01 -1.22
N 1.42 -0.08 1.08
N -0.43 2.08 -1.07
C 0.52 0.61 0.34
C -0.60 0.06 -0.36
H 1.85 0.22 2.05
H -1.45 -1.59 0.31
H 1.22 -1.07 0.93
H -1.20 -1.73 -1.39



Relative energies, unit eV: i) 0.000; ii) 2.620



i) 11
Properties=species:S:1:pos:R:3 method="wB97M-V/def2-TZVPD" homo_energy_ev=-9.521
O 2.39 -0.03 -0.52
N -2.01 -0.51 0.59
N -0.88 -0.06 -1.58
N 0.81 1.13 0.72
N 0.22 -0.75 -0.59
C 1.14 0.21 -0.09
C -1.11 -0.38 -0.39
H -2.88 0.00 0.48
H -1.63 -0.51 1.53
H 1.62 1.69 0.97
H 2.34 -0.79 -1.11



ii) 11
Properties=species:S:1:pos:R:3 method="wB97M-V/def2-TZVPD" smiles="[H]/N=c1/cn[nH]n1O" homo_energy_ev=-8.934
O 0.73 1.90 0.00
N 0.05 0.69 -0.22
N -1.33 0.78 0.13
N 1.80 -1.19 0.04
N -1.80 -0.52 0.00
C 0.56 -0.62 -0.06
C -0.80 -1.28 0.07
H 2.40 -0.48 -0.29
H 1.00 1.78 0.94
H -1.78 1.35 -0.62
H -0.83 -2.41 0.01



Relative energies, unit eV: i) 0.000; ii) 2.015



i) 84
Properties=species:S:1:pos:R:3 method="wB97M-V/def2-TZVPD" smiles=CC(C)O.CC(C)O.CO.CO.CO.CO.CO.CO.CO.CO.CO.CO homo_energy_ev=-9.628
O -4.18 -2.48 1.00
O 1.44 3.84 1.53
O 2.87 -6.26 1.15
O -1.20 4.24 -3.75
O -1.29 3.77 1.77
O -3.63 2.90 0.83
O 1.14 -2.75 5.49
O 0.72 0.51 -1.51
O 2.75 -2.45 -4.69
O 2.85 1.93 -2.60
O -1.62 -0.87 -3.05
O -2.37 -0.39 2.87
C 2.21 -4.24 -0.17
C -1.01 1.14 -0.18
C 3.88 1.01 -3.03
C 0.55 -0.78 0.43
C -4.37 2.68 1.99
C 1.52 -1.92 -4.23
C 3.14 -4.87 0.99
C 2.12 4.04 0.35
C -3.58 -1.91 -0.10
C -2.16 0.27 -3.61
C 0.39 0.62 -0.19
C 4.63 -4.69 0.63
C -2.93 -1.03 3.98
C -1.70 4.81 2.60
C -0.38 3.67 -2.77
C 1.09 -1.75 4.48
H 0.68 -2.55 -4.53
H -1.76 -1.58 -3.67
H 1.37 -0.90 -4.60
H -1.61 0.37 -0.67
H 1.18 -4.09 0.15
H -3.97 -2.24 -1.07
H 3.55 0.42 -3.88
H 1.60 -1.05 0.56
H 2.99 -6.65 0.28
H 0.67 3.87 -3.00
H 2.63 -2.56 -5.63
H 1.98 -1.62 3.88
H -2.80 -0.69 2.06
H 0.05 -0.78 1.40
H -4.12 -3.44 1.02
H -2.28 -1.11 4.85
H 2.89 3.27 0.20
H -2.71 3.03 1.09
H 1.38 4.04 -0.44
H 0.07 -0.07 -1.91
H 5.25 -5.12 1.42
H -4.77 3.56 2.50
H -2.15 1.06 -2.86
H 2.28 -4.88 -1.05
H -3.68 -0.31 4.31
H -3.39 -2.02 3.86
H -2.51 -2.11 -0.14
H 4.89 -5.09 -0.35
H -1.71 5.68 1.94
H -3.18 0.16 -3.97
H 0.27 -2.00 3.81
H -2.07 3.85 -3.72
H 2.89 -4.35 1.92
H 4.76 1.52 -3.43
H 0.99 1.42 0.26
H 4.21 0.32 -2.25
H -3.69 -0.83 -0.15
H 0.15 -1.53 -0.27
H 1.55 -1.90 -3.14
H 2.06 3.83 2.26
H -1.09 2.11 -0.66
H 2.63 5.00 0.31
H 2.53 -3.22 -0.38
H 2.15 1.45 -2.16
H 4.87 -3.63 0.53
H 0.29 -2.99 5.87
H -0.46 4.09 -1.76
H -0.36 3.93 1.56
H -1.05 5.06 3.44
H -1.54 0.33 -4.51
H -3.77 2.06 2.65
H -2.74 4.64 2.90
H -1.29 1.37 0.85
H 0.82 -0.81 4.98
H -0.55 2.60 -2.71
H -5.26 2.07 1.83



ii) 84
Properties=species:S:1:pos:R:3 method="wB97M-V/def2-TZVPD" smiles=CC(C)O.CC(C)O.CO.CO.CO.CO.CO.CO.CO.CO.CO.CO homo_energy_ev=-9.509
O 0.38 0.91 -1.08
O -4.62 -3.29 -1.93
O 3.24 -0.14 -0.43
O 1.46 -3.43 -1.67
O -1.82 -3.90 -1.35
O 0.19 1.34 -5.43
O 2.40 3.51 -0.18
O 1.26 -2.19 4.75
O -0.66 4.38 -0.80
O 1.56 -1.01 -2.66
O -2.37 4.24 1.30
O 0.30 0.12 5.93
C -0.26 -2.21 2.99
C 2.75 -4.03 -1.63
C -4.46 -1.88 -2.00
C -0.86 1.72 -4.55
C -3.21 5.29 1.08
C 2.42 3.37 1.22
C -0.14 0.17 0.02
C 2.01 -0.93 -3.98
C -2.35 -4.62 -0.22
C -0.17 5.71 -0.62
C 1.92 -3.73 2.93
C 0.80 -3.07 3.80
C -1.26 -0.76 -0.69
C -0.77 0.98 1.23
C 4.01 0.93 -0.91
C -0.43 0.94 5.01
H -3.34 -4.40 0.19
H -3.68 5.29 0.09
H 1.59 -2.56 -2.06
H -0.81 6.53 -0.29
H -1.35 0.89 -4.06
H -0.97 1.73 5.54
H 1.94 2.41 1.38
H 2.96 -1.47 -3.91
H 2.32 0.07 -4.28
H 4.65 0.54 -1.71
H -2.22 4.16 2.25
H 1.90 -1.64 4.30
H 0.22 -3.73 4.45
H 0.59 -0.52 0.43
H -0.86 -3.94 -1.33
H 3.11 -4.00 -0.61
H 1.86 4.17 1.72
H -1.35 -1.73 -0.20
H 0.56 5.78 0.19
H -5.44 -1.50 -2.30
H -1.81 0.69 1.39
H -2.27 -0.38 -0.59
H 2.68 -3.00 2.66
H 0.34 1.34 4.35
H -0.07 0.58 -5.96
H 1.66 2.94 -0.38
H 0.44 6.01 -1.47
H -1.57 -4.62 0.54
H -0.75 2.05 1.04
H -2.83 6.29 1.30
H -1.41 4.39 -0.19
H -0.46 2.35 -3.75
H -3.67 -1.65 -2.72
H 3.44 -3.40 -2.19
H 1.40 -4.13 2.05
H -4.06 5.21 1.76
H -1.06 0.34 4.35
H -0.96 -1.03 -1.71
H 1.36 -1.42 -4.70
H -0.31 1.51 -1.38
H 2.68 -5.08 -1.93
H 2.64 -0.40 -1.13
H -2.27 -5.66 -0.53
H 0.24 -1.27 2.77
H -3.77 -3.67 -1.68
H 3.43 3.49 1.61
H 3.39 1.75 -1.27
H -0.19 0.77 2.14
H -0.58 -2.62 2.03
H -1.20 -2.02 3.51
H 2.32 -4.59 3.46
H -1.60 2.20 -5.19
H 0.51 -0.73 5.54
H -4.15 -1.43 -1.06
H 0.77 -0.50 -2.45
H 4.71 1.17 -0.11



Relative energies, unit eV: i) 0.000; ii) 0.524